(1)
# C20H19CeOP

C20H19CeOP as an isolated structure in a non-equilibrium geometry (the ωB97M-V functional and the def2-TZVPD basis, OMol25).

Atoms and positions in Å:
Ce -1.0759 0.8552 -2.1410
C -0.2550 0.6243 -5.6849
H 0.8013 0.7919 -5.4538
H -0.4305 -0.4408 -5.8594
H -0.5141 1.1724 -6.5974
H -0.9064 0.9625 -4.8464
H -2.2465 0.6067 -3.4634
O -0.4000 -1.4735 -2.6815
C -0.4777 -1.2683 -1.4685
C -1.4780 -1.1476 -0.5065
C -2.7511 -1.8043 -0.5396
C -3.8238 -1.2489 0.1376
C -3.7895 0.0713 0.5816
C -2.6140 0.8366 0.4219
C -1.4008 0.1512 0.1857
P 0.2696 0.9416 0.1957
C 0.6487 1.6429 1.8112
C 2.0049 1.7457 2.1590
C 2.3519 2.0977 3.4575
C 1.3444 2.3893 4.3862
C 0.0022 2.3912 4.0026
C -0.3557 2.0403 2.7022
C 1.3388 -0.5385 0.1749
C 1.2629 -1.4888 1.1952
C 1.9501 -2.6997 1.0307
C 2.7433 -2.9040 -0.1092
C 2.9510 -1.8648 -1.0217
C 2.3030 -0.6448 -0.8376
H -2.8128 -2.7915 -0.9989
H -4.7188 -1.8606 0.3229
H -4.6663 0.5032 1.0724
H -2.5881 1.9259 0.5392
H 2.7725 1.4978 1.4232
H 3.4038 2.1196 3.7461
H 1.6198 2.6141 5.4131
H -0.7718 2.6457 4.7202
H -1.3975 2.0341 2.3808
H 0.6482 -1.2916 2.0771
H 1.8408 -3.4961 1.7755
H 3.1932 -3.8820 -0.2863
H 3.5798 -2.0209 -1.9016
H 2.4442 0.2053 -1.5148

Electronic energy (hartree): -1664.34397
Energy relative to the best compared isomer or geometry (same formula, charge and spin) (eV): 2.710
Lowest unoccupied orbital energy (spin up / spin down) (eV): -9.53 / -9.53
E_HOMO (spin up / spin down) (eV): -14.2 / -14.2
Net charge: +2

(2)
# C5H13NO2

A 2-piece molecular cluster, C5H13NO2 overall in a non-equilibrium geometry (the ωB97M-V functional and the def2-TZVPD basis, OMol25).

Atoms and positions in Å:
C -1.9999 -0.1563 -0.7732
C -1.4224 0.9905 0.0911
C -1.4179 2.3439 -0.5907
C 0.0763 0.7173 0.4500
N 0.3415 -0.5285 1.1721
C 1.5553 -1.0772 1.2316
O 2.5823 -0.5404 0.8695
H -2.8084 0.2621 -1.4094
H -1.4192 -0.7670 -1.4512
H -2.4456 -0.7678 0.0350
H -2.0301 1.1147 1.0440
H -1.3150 3.1668 0.1094
H -2.3645 2.4841 -1.1195
H -0.6451 2.6006 -1.3492
H 0.3567 1.5877 1.0767
H 0.7546 0.9616 -0.3962
H -0.5082 -1.0613 1.1440
H 1.5875 -2.0839 1.7341
O 0.7658 -1.6637 -1.6748
H 0.5606 -1.7099 -2.6151
H 0.0619 -1.0915 -1.3320

Electronic energy (hartree): -403.51724
Energy relative to the best compared isomer or geometry (same formula, charge and spin) (eV): 1.616
Lowest unoccupied orbital energy (eV): 0.65
SMILES: CC(C)CNC=O.O
E_HOMO (eV): -9.7

(3)
# C6H11IO3

A 2-piece molecular cluster, C6H11IO3 overall in a non-equilibrium geometry (the ωB97M-V functional and the def2-TZVPD basis, OMol25).

Atoms and positions in Å:
C 1.1720 -0.3162 0.2524
C 0.7803 -1.8111 0.4768
C 0.1131 0.2669 -0.6674
C -0.6606 -1.0715 -1.1065
C -0.0032 2.3795 0.0072
C -1.9978 -0.5196 1.2086
O -0.0601 -2.1111 -0.6258
O -1.5627 -1.1089 -1.9230
O -0.7052 1.2198 -0.1751
I -3.6325 0.0367 0.0635
H 1.2326 0.2387 1.3592
H 2.1175 -0.2376 -0.2512
H 1.6964 -2.4719 0.4609
H 0.2358 -1.8543 1.4746
H 0.5304 0.5414 -1.6048
H -0.7751 2.9762 0.3782
H 0.3313 2.8170 -1.0116
H 1.0120 2.4081 0.6749
H -1.4810 0.2861 1.7255
H -2.3858 -1.2829 1.8534
H -2.8457 -0.3287 -1.4259

Electronic energy (hartree): -758.42504
Energy relative to the best compared isomer or geometry (same formula, charge and spin) (eV): 4.539
Lowest unoccupied orbital energy (eV): 0.60
E_HOMO (eV): -7.3

(4)
# C58H77As2F12N9O3

C58H77As2F12N9O3 as an isolated structure in a non-equilibrium geometry (the ωB97M-V functional and the def2-TZVPD basis, OMol25).

Atoms and positions in Å:
C -7.5394 4.2753 3.2715
N -6.8684 2.9929 2.9126
C -7.1960 2.3828 1.7698
C -6.6607 1.1484 1.4830
C -5.7309 0.5666 2.3529
C -5.4199 1.2605 3.5260
C -5.9611 2.4932 3.7608
C -5.2012 -0.7803 2.0235
C -5.1158 -1.2168 0.7133
C -4.5888 -2.4555 0.4483
N -4.1551 -3.2393 1.4237
C -4.1823 -2.8439 2.6963
C -4.7303 -1.6245 3.0205
C -3.5811 -4.5599 1.0587
H -7.7621 4.8322 2.3670
H -6.8843 4.8554 3.9094
H -8.4590 4.0034 3.7849
H -7.8708 2.9016 1.1023
H -7.0120 0.6431 0.5933
H -4.7805 0.7988 4.2650
H -5.7131 3.0529 4.6484
H -5.3521 -0.5344 -0.0891
H -4.4663 -2.8206 -0.5636
H -3.7326 -3.5044 3.4232
H -4.7567 -1.3128 4.0550
H -2.9580 -4.8738 1.8851
H -2.9332 -4.3864 0.1942
H -4.3390 -5.2453 0.6872
C -4.4223 0.6362 -7.9833
N -3.4166 -0.2544 -7.3687
C -3.3381 -0.3806 -6.0257
C -2.4233 -1.2079 -5.4315
C -1.5471 -1.9364 -6.2370
C -1.6883 -1.8086 -7.6187
C -2.6146 -0.9613 -8.1634
C -0.6229 -2.9399 -5.6774
C -0.5694 -4.1303 -6.3836
C 0.2726 -5.1330 -6.0197
N 0.9605 -5.0036 -4.8798
C 0.9271 -3.8892 -4.1259
C 0.0562 -2.8597 -4.4453
C 1.9170 -6.0540 -4.4703
H -4.5920 1.4822 -7.3221
H -5.3680 0.1299 -8.1537
H -3.9827 1.0190 -8.8985
H -4.0356 0.2390 -5.4816
H -2.3261 -1.2245 -4.3538
H -1.0552 -2.3810 -8.2844
H -2.8007 -0.8545 -9.2234
H -1.1196 -4.2424 -7.3078
H 0.4569 -6.0528 -6.5567
H 1.5359 -3.9684 -3.2307
H -0.1085 -2.0518 -3.7412
H 2.9090 -5.7912 -4.8397
H 1.6190 -6.9898 -4.9340
H 1.9485 -6.1610 -3.3941
C -1.8983 5.3938 8.1518
N -2.0567 4.9553 6.7254
C -1.2840 3.9915 6.2028
C -1.3581 3.6668 4.8734
C -2.2729 4.3165 4.0396
C -2.9937 5.3748 4.5955
C -2.9146 5.6402 5.9491
C -2.3308 4.0490 2.5720
C -2.4260 2.7822 2.0074
C -2.6015 2.6478 0.6366
N -2.6878 3.7346 -0.1378
C -2.5568 4.9633 0.3706
C -2.3130 5.1534 1.7055
C -2.9012 3.5870 -1.6087
H -1.3518 4.6353 8.7075
H -2.8777 5.3886 8.6268
H -1.3998 6.3563 8.1380
H -0.6508 3.4851 6.9167
H -0.7705 2.8513 4.4731
H -3.7524 5.9308 4.0558
H -3.4744 6.4486 6.4027
H -2.6073 1.8519 2.5343
H -2.7912 1.6625 0.2252
H -2.6438 5.8588 -0.2338
H -2.1741 6.1409 2.1229
H -3.9235 3.8593 -1.8442
H -2.5955 2.5750 -1.8586
H -2.1962 4.2468 -2.1090
C 0.1898 -2.6574 2.5017
N 1.3779 -1.8757 2.9751
C 1.7243 -1.9805 4.2608
C 2.7609 -1.2522 4.7852
C 3.5413 -0.4926 3.9150
C 3.1716 -0.3715 2.5689
C 2.0462 -1.0626 2.1336
C 4.7983 0.1227 4.4366
C 5.9595 0.0661 3.6656
C 7.1538 0.5862 4.1270
N 7.2027 1.1856 5.3255
C 6.1133 1.2723 6.0964
C 4.9172 0.6997 5.7089
C 8.4835 1.7760 5.8012
H -0.7532 -2.1865 2.7424
H 0.3121 -3.6225 2.9940
H 0.3627 -2.8597 1.4481
H 1.1394 -2.6578 4.8688
H 3.0811 -1.4527 5.7990
H 3.7507 0.2550 1.9123
H 1.6650 -0.9931 1.1248
H 5.9103 -0.4547 2.7168
H 8.0513 0.4772 3.5335
H 6.1939 1.7670 7.0542
H 4.0594 0.7749 6.3639
H 9.0260 0.9600 6.2846
H 8.3209 2.6178 6.4590
H 9.1051 2.0222 4.9444
C 5.6559 -0.2982 -5.3804
C 4.7124 -0.9441 -4.3697
C 4.6289 -0.2218 -3.0281
C 3.5591 0.8370 -2.9839
N 3.6578 1.7105 -1.7526
C 5.0907 2.2074 -1.5824
C 4.9724 3.7214 -1.4085
C 3.7392 4.1021 -2.2350
C 2.8304 2.9376 -1.8400
C 3.2561 0.9507 -0.5721
H 5.1426 0.4783 -5.9603
H 5.9521 -1.0181 -6.1416
H 6.5174 0.1614 -4.9023
H 5.0134 -1.9687 -4.1392
H 3.7060 -1.0356 -4.7707
H 5.6217 0.1478 -2.7672
H 4.3924 -0.9398 -2.2381
H 2.5372 0.4462 -2.9875
H 3.5837 1.5491 -3.8180
H 5.6219 1.6920 -0.7956
H 5.5403 2.1145 -2.5688
H 4.7097 3.9333 -0.3646
H 5.9184 4.1974 -1.6458
H 3.3041 5.0123 -1.8371
H 3.9631 4.1197 -3.3000
H 2.4495 3.2198 -0.8518
H 1.9202 2.6862 -2.3887
H 2.1706 0.9372 -0.4583
H 3.5644 1.5297 0.3101
H 3.7705 -0.0001 -0.4600
As 3.2645 -4.2991 -0.4498
F 2.0612 -3.1081 -1.0357
F 3.6845 -3.0764 0.7641
F 4.5534 -5.2688 0.0636
F 2.6854 -5.4457 -1.5764
F 4.3281 -3.6182 -1.6333
F 2.2064 -4.9266 0.7486
As -1.7373 -6.2167 -2.3981
F -2.1185 -6.0363 -4.0662
F -3.2801 -5.4894 -1.9702
F -1.4324 -6.2544 -0.6820
F -0.2267 -6.9066 -2.8236
F -0.9592 -4.6571 -2.4563
F -2.4063 -7.7698 -2.2848
O -1.0990 -2.0745 -0.4374
C -1.0221 -0.7238 -0.1830
O -1.4826 -0.3856 0.9285
O -0.5199 0.0375 -1.0720
H -0.4825 -2.2955 -1.1566

Electronic energy (hartree): -8642.76911
Lowest unoccupied orbital energy (eV): -13.98
E_HOMO (eV): -19.7
Net charge: +6

Question: electronic energy of number 3 (C6H11IO3)?
Answer: -758.42504 hartree